{"formula": "C14H17ClN2O5S", "method": "ωB97M-V/def2-TZVPD", "total_charge": 0, "de_lowest_kj_mol": 0.0, "e_tot_ev": -51369.442, "fmax_ha_per_bohr": 0.023, "orbital_gap_ev": 9.62, "symbols": ["C", "N", "C", "O", "C", "O", "C", "O", "C", "C", "C", "C", "Cl", "C", "S", "O", "O", "N", "C", "C", "C", "C", "C", "H", "H", "H", "H", "H", "H", "H", "H", "H", "H", "H", "H", "H", "H", "H", "H", "H"], "positions_angstrom": [[-7.393, -0.038, -0.611], [-6.356, -0.768, 0.078], [-5.082, -0.781, -0.357], [-4.700, -0.240, -1.367], [-4.126, -1.600, 0.532], [-2.812, -1.086, 0.419], [-2.681, 0.192, 0.796], [-3.573, 0.823, 1.311], [-1.321, 0.726, 0.540], [-1.067, 2.066, 0.828], [0.180, 2.613, 0.599], [1.191, 1.810, 0.078], [2.743, 2.453, -0.210], [0.942, 0.476, -0.211], [2.253, -0.564, -0.878], [2.791, 0.054, -2.052], [1.719, -1.892, -0.989], [3.371, -0.450, 0.364], [3.267, -1.489, 1.382], [4.663, -2.123, 1.503], [5.361, -1.703, 0.210], [4.767, -0.316, -0.025], [-0.305, -0.068, 0.014], [-8.224, -0.701, -0.857], [-6.960, 0.359, -1.527], [-7.758, 0.788, 0.001], [-6.589, -1.173, 0.970], [-4.451, -1.576, 1.579], [-4.074, -2.629, 0.171], [-1.869, 2.667, 1.230], [0.383, 3.649, 0.815], [2.520, -2.215, 1.056], [2.938, -1.040, 2.324], [5.190, -1.707, 2.362], [4.607, -3.204, 1.618], [5.075, -2.364, -0.608], [6.445, -1.687, 0.298], [4.817, 0.020, -1.059], [5.237, 0.429, 0.625], [-0.469, -1.105, -0.230]]}

=====

{"formula": "C25H27N3O7", "method": "ωB97M-V/def2-TZVPD", "total_charge": 0, "de_lowest_kj_mol": 21.9, "e_tot_ev": -45168.994, "fmax_ha_per_bohr": 0.014, "orbital_gap_ev": 7.77, "symbols": ["C", "C", "O", "C", "O", "C", "C", "C", "N", "C", "O", "C", "C", "C", "C", "N", "C", "N", "C", "O", "C", "C", "C", "C", "C", "C", "C", "O", "C", "C", "C", "O", "O", "C", "C", "H", "H", "H", "H", "H", "H", "H", "H", "H", "H", "H", "H", "H", "H", "H", "H", "H", "H", "H", "H", "H", "H", "H", "H", "H", "H", "H"], "positions_angstrom": [[1.027, 2.745, -1.842], [0.072, 1.602, -1.540], [-1.073, 2.051, -0.809], [-0.969, 2.095, 0.526], [0.015, 1.759, 1.130], [-2.214, 2.670, 1.171], [-3.519, 2.217, 0.518], [-3.800, 0.735, 0.804], [-2.700, -0.097, 0.409], [-2.083, -0.931, 1.289], [-2.485, -1.056, 2.432], [-0.863, -1.611, 0.789], [-0.495, -1.694, -0.551], [0.714, -2.248, -0.919], [1.587, -2.751, 0.046], [2.805, -3.329, -0.308], [3.655, -2.669, -1.250], [4.164, -1.401, -0.731], [4.949, -1.335, 0.416], [5.338, -2.296, 1.031], [5.159, 0.107, 0.668], [5.877, 0.751, 1.654], [5.893, 2.142, 1.636], [5.214, 2.853, 0.660], [4.490, 2.202, -0.335], [4.468, 0.824, -0.315], [3.800, -0.150, -1.211], [3.091, 0.040, -2.166], [1.192, -2.724, 1.384], [-0.009, -2.159, 1.746], [-5.116, 0.325, 0.144], [-6.140, 0.946, 0.259], [-4.976, -0.782, -0.579], [-6.153, -1.319, -1.187], [-6.939, -2.172, -0.202], [1.396, 3.170, -0.912], [1.860, 2.352, -2.417], [0.525, 3.521, -2.414], [0.584, 0.827, -0.961], [-0.323, 1.175, -2.464], [-2.193, 2.401, 2.228], [-2.131, 3.757, 1.093], [-4.354, 2.802, 0.904], [-3.459, 2.376, -0.560], [-3.920, 0.579, 1.886], [-2.390, -0.031, -0.545], [-1.152, -1.345, -1.335], [0.979, -2.289, -1.964], [3.326, -3.650, 0.501], [4.508, -3.320, -1.467], [3.120, -2.434, -2.172], [6.405, 0.189, 2.409], [6.444, 2.676, 2.396], [5.246, 3.932, 0.671], [3.964, 2.754, -1.097], [1.850, -3.133, 2.138], [-0.307, -2.106, 2.782], [-5.791, -1.917, -2.026], [-6.771, -0.493, -1.553], [-7.785, -2.629, -0.707], [-6.302, -2.952, 0.208], [-7.306, -1.553, 0.613]]}

=====

{"formula": "C11H18O3Si", "method": "ωB97M-V/def2-TZVPD", "total_charge": 0, "de_lowest_kj_mol": 30.2, "e_tot_ev": -25721.828, "fmax_ha_per_bohr": 0.049, "orbital_gap_ev": 9.52, "symbols": ["C", "O", "Si", "C", "C", "C", "C", "C", "C", "C", "C", "O", "C", "O", "C", "H", "H", "H", "H", "H", "H", "H", "H", "H", "H", "H", "H", "H", "H", "H", "H", "H", "H"], "positions_angstrom": [[-2.402, -0.494, 2.908], [-2.370, 0.015, 1.611], [-0.968, 0.012, 0.779], [0.401, 1.147, 1.538], [1.798, 0.679, 1.094], [1.986, 0.613, -0.393], [2.513, 1.731, -1.078], [2.621, 1.714, -2.464], [2.206, 0.586, -3.154], [1.699, -0.510, -2.489], [1.597, -0.503, -1.126], [-0.381, -1.524, 0.907], [-1.139, -2.695, 0.790], [-1.153, 0.403, -0.825], [-2.425, 0.535, -1.298], [-2.274, 0.324, 3.605], [-3.353, -0.916, 3.090], [-1.626, -1.233, 3.085], [0.177, 2.192, 1.241], [0.343, 1.165, 2.630], [2.591, 1.297, 1.547], [1.911, -0.324, 1.526], [2.677, 2.641, -0.537], [2.997, 2.571, -3.024], [2.152, 0.574, -4.231], [1.405, -1.336, -3.082], [1.295, -1.418, -0.638], [-0.678, -3.481, 1.399], [-1.153, -2.948, -0.281], [-2.153, -2.505, 1.184], [-2.998, -0.379, -1.069], [-2.953, 1.390, -0.844], [-2.342, 0.679, -2.401]]}

=====

{"formula": "C13H17N4O4", "method": "ωB97M-V/def2-TZVPD", "total_charge": -1, "e_tot_ev": -27905.990, "fmax_ha_per_bohr": 0.076, "orbital_gap_ev": 4.88, "symbols": ["C", "O", "C", "N", "N", "C", "C", "C", "C", "O", "N", "C", "C", "O", "H", "H", "H", "H", "H", "H", "H", "H", "H", "H", "H", "H", "H", "O", "C", "C", "C", "N", "C", "C", "H", "H", "H", "H"], "positions_angstrom": [[-0.685, -5.574, 0.354], [0.112, -4.533, -0.105], [0.010, -3.472, 0.746], [0.696, -2.324, 0.401], [0.712, -1.388, 1.197], [1.425, -0.247, 0.888], [1.663, 0.754, 1.957], [1.918, -0.147, -0.355], [2.762, 0.921, -0.866], [3.083, 1.860, -0.155], [3.232, 0.873, -2.181], [4.127, 1.923, -2.629], [2.898, -0.178, -3.150], [-0.653, -3.501, 1.758], [-0.603, -6.424, -0.328], [-0.350, -5.859, 1.356], [-1.719, -5.221, 0.393], [2.337, 1.546, 1.626], [0.728, 1.216, 2.274], [2.109, 0.276, 2.829], [1.699, -0.972, -1.001], [4.313, 2.625, -1.817], [5.078, 1.495, -2.941], [3.681, 2.464, -3.460], [2.185, -0.902, -2.772], [2.466, 0.278, -4.037], [3.801, -0.712, -3.432], [3.894, -2.985, -0.276], [4.777, -3.233, -1.101], [6.100, -2.717, -0.980], [7.019, -2.995, -1.938], [6.781, -3.742, -3.022], [5.549, -4.252, -3.138], [4.546, -4.047, -2.248], [6.338, -2.116, -0.120], [8.022, -2.600, -1.851], [5.377, -4.864, -4.012], [3.573, -4.488, -2.374]]}

=====

{"formula": "C3H5NOP", "method": "ωB97M-V/def2-TZVPD", "total_charge": -1, "de_lowest_kj_mol": 86.2, "e_tot_ev": -16014.284, "fmax_ha_per_bohr": 0.090, "orbital_gap_ev": 6.28, "symbols": ["O", "N", "C", "P", "C", "C", "H", "H", "H", "H", "H"], "positions_angstrom": [[-2.397, 0.277, 0.112], [-1.113, 0.273, 0.016], [-0.248, 1.285, -0.245], [1.501, 0.839, 0.200], [1.071, -0.819, -0.125], [-0.467, -0.964, 0.153], [-0.628, 2.345, -0.133], [2.451, 1.206, -1.017], [1.596, -1.446, 0.572], [-0.934, -1.741, -0.626], [-0.832, -1.255, 1.092]]}

=====

{"formula": "C42H40NO2P2SiTa", "method": "ωB97M-V/def2-TZVPD", "total_charge": 4, "e_tot_ev": -77758.847, "fmax_ha_per_bohr": 0.008, "orbital_gap_ev": 6.28, "symbols": ["Ta", "C", "Si", "C", "C", "C", "C", "C", "C", "P", "C", "C", "C", "C", "C", "C", "C", "C", "C", "C", "C", "C", "C", "C", "C", "C", "C", "C", "P", "C", "C", "C", "C", "C", "C", "C", "C", "C", "C", "C", "C", "H", "H", "H", "H", "H", "H", "H", "H", "H", "H", "H", "H", "H", "H", "H", "H", "H", "H", "H", "H", "H", "H", "H", "H", "H", "H", "H", "H", "H", "H", "H", "O", "C", "O", "C", "N", "C", "C", "C", "H", "H", "H", "H", "H", "H", "H", "H", "H"], "positions_angstrom": [[0.240, -0.050, 0.150], [0.628, 2.934, 2.368], [0.003, 2.646, 0.626], [1.149, 3.446, -0.621], [0.952, 4.705, -1.183], [1.977, 5.313, -1.901], [3.206, 4.681, -2.070], [3.421, 3.416, -1.543], [2.380, 2.812, -0.842], [2.449, 1.154, -0.214], [1.927, -0.022, -1.503], [2.261, -1.383, -1.394], [1.694, -2.309, -2.277], [0.731, -1.913, -3.192], [0.304, -0.586, -3.230], [0.886, 0.364, -2.389], [3.982, 0.590, 0.482], [5.061, 0.299, -0.365], [6.292, 0.000, 0.192], [6.449, -0.007, 1.575], [5.378, 0.280, 2.414], [4.139, 0.581, 1.872], [-1.753, 3.203, 0.395], [-2.218, 4.446, 0.825], [-3.524, 4.839, 0.560], [-4.390, 3.995, -0.126], [-3.959, 2.747, -0.546], [-2.642, 2.368, -0.287], [-2.102, 0.688, -0.582], [-2.700, 0.081, -2.155], [-2.835, -1.279, -2.460], [-3.212, -1.662, -3.736], [-3.431, -0.704, -4.722], [-3.270, 0.644, -4.432], [-2.906, 1.042, -3.154], [-2.604, -0.284, 0.869], [-3.378, -1.453, 0.830], [-3.658, -2.127, 2.005], [-3.146, -1.677, 3.227], [-2.378, -0.527, 3.278], [-2.121, 0.181, 2.104], [0.569, 4.013, 2.551], [1.673, 2.656, 2.515], [0.025, 2.453, 3.139], [0.014, 5.231, -1.046], [1.824, 6.298, -2.321], [3.995, 5.175, -2.621], [4.374, 2.921, -1.683], [3.024, -1.690, -0.687], [2.025, -3.340, -2.252], [0.308, -2.633, -3.880], [-0.457, -0.280, -3.938], [0.629, 1.415, -2.495], [4.948, 0.316, -1.443], [7.135, -0.216, -0.450], [7.418, -0.230, 2.001], [5.514, 0.281, 3.486], [3.311, 0.828, 2.526], [-1.568, 5.122, 1.369], [-3.872, 5.808, 0.893], [-5.407, 4.308, -0.322], [-4.645, 2.083, -1.058], [-2.645, -2.040, -1.718], [-3.349, -2.711, -3.965], [-3.734, -1.010, -5.715], [-3.444, 1.390, -5.196], [-2.797, 2.097, -2.939], [-3.812, -1.797, -0.098], [-4.319, -2.986, 1.982], [-3.412, -2.191, 4.144], [-2.035, -0.138, 4.229], [-1.665, 1.160, 2.181], [0.398, -1.535, 1.591], [-0.265, -2.435, 0.922], [-0.642, -2.132, -0.220], [-0.522, -3.792, 1.515], [-0.285, -3.820, 3.007], [0.495, -5.107, 3.337], [0.370, -5.937, 2.071], [0.402, -4.891, 0.957], [-1.566, -4.048, 1.331], [-1.175, -3.798, 3.507], [0.236, -2.992, 3.307], [0.068, -5.552, 4.231], [1.521, -4.807, 3.538], [-0.569, -6.492, 2.055], [1.182, -6.657, 1.991], [0.033, -5.260, 0.003], [1.415, -4.504, 0.821]]}